(1)
Molecular formula: C25H31N3O4S
Method: DFT, ωB97M-V with the def2-TZVPD basis set

ORCA input file:
```
! wB97M-V def2-TZVPD RIJCOSX def2/J DEFGRID3
* xyz 0 1
C -0.003 -1.403 -2.648
O -0.371 -1.881 -1.377
C 0.609 -2.154 -0.468
C 0.180 -2.565 0.794
C 1.106 -2.851 1.774
C 2.464 -2.720 1.524
C 2.897 -2.318 0.273
C 4.360 -2.078 -0.013
N 4.564 -0.680 -0.349
C 4.921 0.239 0.574
O 5.432 -0.023 1.637
C 4.663 1.684 0.092
C 4.858 2.685 1.228
N 3.341 1.777 -0.484
C 3.041 2.316 -1.706
C 1.698 2.281 -1.928
C 1.107 1.696 -0.774
C -0.210 1.423 -0.396
C -0.416 0.839 0.827
S -2.071 0.578 1.465
O -2.151 -0.761 1.985
O -2.341 1.656 2.375
N -3.037 0.771 0.121
C -4.051 1.796 0.155
C -5.447 1.320 0.564
C -6.117 0.466 -0.514
C -5.779 -1.027 -0.447
C -4.334 -1.355 -0.060
C -3.274 -0.424 -0.658
C 0.633 0.513 1.687
C 1.940 0.778 1.344
C 2.172 1.386 0.113
C 1.967 -2.044 -0.726
H -0.937 -1.231 -3.179
H 0.592 -2.141 -3.198
H 0.551 -0.462 -2.576
H -0.877 -2.619 0.995
H 0.765 -3.162 2.749
H 3.185 -2.923 2.301
H 4.968 -2.291 0.867
H 4.705 -2.692 -0.851
H 4.055 -0.356 -1.158
H 5.387 1.895 -0.706
H 4.816 3.703 0.848
H 5.823 2.512 1.696
H 4.084 2.558 1.979
H 3.825 2.691 -2.337
H 1.184 2.637 -2.798
H -1.043 1.665 -1.036
H -4.100 2.263 -0.838
H -3.692 2.535 0.873
H -5.379 0.773 1.504
H -6.053 2.212 0.740
H -7.201 0.569 -0.434
H -5.833 0.864 -1.492
H -6.437 -1.511 0.277
H -5.999 -1.466 -1.424
H -4.212 -1.325 1.023
H -4.117 -2.377 -0.378
H -2.319 -0.950 -0.695
H -3.548 -0.124 -1.674
H 0.387 0.051 2.628
H 2.748 0.522 2.011
H 2.319 -1.742 -1.702
*
```

Calculated values
Frontier orbital gap in eV: 8.90
Structure (SMILES): COc1cccc(CNC(=O)[C@H](C)n2ccc3cc(S(=O)(=O)N4CCCCCC4)ccc32)c1
Highest occupied orbital energy in eV: -8.38
DFT total energy in eV: -49924.219
Max |F| in Eh/bohr: 0.0223
LUMO in eV: 0.52
Relative energy (zero: lowest compared OMol25 entry of this formula, charge and spin) in eV: 1.6846
Molar mass in Da: 469.61

(2)
Molecular formula: C5H4O4S
Method: DFT, ωB97M-V with the def2-TZVPD basis set

ORCA input file:
```
! wB97M-V def2-TZVPD RIJCOSX def2/J DEFGRID3
* xyz 0 1
C -1.935 -1.070 -0.443
C -0.826 -1.263 -1.291
C -2.891 -0.901 0.265
C 0.355 -0.652 -1.170
C 0.256 0.285 0.997
O 3.231 1.083 0.959
O 2.008 2.873 -0.140
O 0.711 0.275 -0.228
O 0.538 1.170 1.771
S 2.464 2.299 1.100
H -3.729 -0.784 0.884
H -0.969 -1.946 -2.115
H -0.366 -0.576 1.297
H 1.154 -0.791 -1.884
*
```

Calculated values
Frontier orbital gap in eV: 9.85
Highest occupied orbital energy in eV: -9.83
DFT total energy in eV: -24271.638
Max |F| in Eh/bohr: 0.0347
LUMO in eV: 0.03
Relative energy (zero: lowest compared OMol25 entry of this formula, charge and spin) in eV: 1.6325
Molar mass in Da: 160.15

(3)
Molecular formula: C49H105Br3Cl2NO4P2
Method: DFT, ωB97M-V with the def2-TZVPD basis set

ORCA input file:
```
! wB97M-V def2-TZVPD RIJCOSX def2/J DEFGRID3
* xyz 1 1
C 8.885 -1.744 -2.947
C 8.673 -0.768 -1.745
C 7.296 -0.782 -1.205
C 6.404 -0.267 -2.206
P 4.580 -0.141 -2.005
C 3.980 -1.820 -2.516
C 4.794 -2.807 -3.295
C 4.018 -4.180 -3.500
C 4.729 -5.334 -4.278
C 4.356 0.526 -0.340
C 4.672 2.030 -0.159
C 4.879 2.410 1.371
C 5.033 3.859 1.777
C 3.930 1.069 -3.283
C 3.622 0.556 -4.719
C 3.521 1.678 -5.703
C 4.832 2.456 -5.938
H 9.894 -1.697 -3.357
H 8.287 -1.532 -3.833
H 8.655 -2.803 -2.835
H 8.938 0.283 -1.860
H 9.241 -1.093 -0.873
H 7.215 -0.158 -0.315
H 7.023 -1.816 -0.994
H 6.584 -0.568 -3.238
H 6.643 0.791 -2.307
H 3.009 -1.561 -2.938
H 3.620 -2.276 -1.594
H 5.553 -2.883 -2.517
H 5.116 -2.378 -4.244
H 3.064 -3.984 -3.989
H 3.624 -4.523 -2.543
H 4.910 -6.180 -3.615
H 5.591 -4.840 -4.727
H 4.235 -5.771 -5.146
H 4.853 -0.072 0.424
H 3.314 0.279 -0.139
H 3.840 2.616 -0.550
H 5.572 2.196 -0.751
H 5.708 1.815 1.754
H 4.036 1.910 1.849
H 4.173 4.518 1.896
H 5.655 4.365 1.040
H 5.532 3.960 2.741
H 4.598 1.926 -3.368
H 2.970 1.423 -2.909
H 2.681 0.007 -4.701
H 4.402 -0.121 -5.068
H 2.745 2.320 -5.287
H 3.042 1.197 -6.555
H 5.450 1.816 -6.567
H 5.325 2.968 -5.111
H 4.488 3.230 -6.624
C -5.510 -4.089 -0.480
C -4.582 -4.028 0.732
C -4.362 -2.650 1.362
C -3.403 -2.677 2.486
P -3.179 -1.223 3.602
C -4.642 -1.300 4.756
C -4.562 -0.390 6.034
C -4.000 -1.126 7.248
C -4.890 -2.133 7.854
C -1.573 -1.480 4.474
C -1.297 -2.990 4.890
C 0.229 -3.079 5.296
C 0.578 -2.203 6.477
C -3.202 0.444 2.898
C -4.302 0.851 1.865
C -4.821 2.361 2.185
C -5.365 2.692 3.592
H -5.810 -5.118 -0.680
H -4.898 -3.666 -1.277
H -6.292 -3.337 -0.380
H -3.624 -4.298 0.288
H -4.844 -4.758 1.498
H -5.381 -2.464 1.703
H -4.137 -1.906 0.598
H -2.425 -3.053 2.184
H -3.687 -3.433 3.218
H -4.671 -2.342 5.074
H -5.497 -0.984 4.158
H -5.522 0.027 6.340
H -3.997 0.485 5.715
H -3.626 -0.386 7.954
H -3.103 -1.645 6.909
H -5.831 -1.731 8.229
H -4.479 -2.722 8.674
H -5.290 -2.971 7.283
H -1.567 -0.731 5.266
H -0.824 -1.194 3.736
H -1.438 -3.692 4.068
H -1.948 -3.290 5.711
H 0.792 -2.932 4.374
H 0.581 -4.094 5.480
H 1.589 -2.367 6.850
H -0.011 -2.585 7.311
H 0.474 -1.128 6.333
H -2.250 0.515 2.372
H -3.084 1.164 3.707
H -5.104 0.119 1.958
H -3.981 0.796 0.824
H -5.746 2.450 1.615
H -4.166 3.128 1.770
H -4.593 3.259 4.111
H -5.784 1.904 4.218
H -6.108 3.487 3.522
C -5.165 5.644 -1.686
C -5.258 4.516 -2.741
C -3.999 3.637 -2.771
C -4.213 2.291 -3.541
N -2.920 1.400 -3.412
C -3.066 0.242 -4.408
C -2.308 -0.878 -3.852
C -2.798 -0.958 -2.424
C -2.847 0.597 -2.034
C -1.647 2.169 -3.852
H -4.141 5.969 -1.498
H -5.416 5.541 -0.630
H -5.666 6.533 -2.068
H -5.428 4.892 -3.750
H -6.192 3.971 -2.599
H -3.567 3.603 -1.771
H -3.281 4.176 -3.389
H -4.364 2.452 -4.608
H -5.000 1.691 -3.082
H -2.825 0.539 -5.429
H -4.138 0.046 -4.392
H -1.222 -0.789 -3.815
H -2.391 -1.704 -4.559
H -1.955 -1.442 -1.932
H -3.702 -1.529 -2.210
H -1.897 0.950 -1.632
H -3.691 0.827 -1.385
H -0.764 1.538 -3.745
H -1.351 2.895 -3.094
H -1.774 2.667 -4.813
O 1.039 -0.057 -1.750
C 0.853 -1.159 -0.862
C 0.434 -1.018 0.648
O -0.853 -1.334 1.076
H 1.886 -1.506 -0.885
H 0.337 -2.055 -1.210
H 0.615 0.031 0.882
H 1.121 -1.644 1.217
O -1.719 5.783 -1.187
C -0.964 4.875 -0.915
O -1.352 3.579 -0.708
C -0.242 2.750 -0.263
C 0.832 3.753 0.034
C 0.552 4.867 -0.947
H 0.100 2.121 -1.085
H -0.421 2.239 0.682
H 1.869 3.470 -0.147
H 0.838 4.234 1.012
H 0.776 4.622 -1.985
H 0.911 5.818 -0.554
C -0.524 -4.980 0.480
Cl -0.375 -6.351 -0.604
Cl -0.951 -5.596 2.081
H 0.469 -4.549 0.607
H -1.217 -4.230 0.100
C 1.208 1.483 3.608
Br -0.147 1.597 5.108
Br 2.332 -0.159 3.768
Br 2.306 3.122 3.764
H 0.642 1.219 2.714
*
```

Calculated values
Frontier orbital gap in eV: 5.42
Highest occupied orbital energy in eV: -7.54
DFT total energy in eV: -315933.000
Max |F| in Eh/bohr: 0.0901
LUMO in eV: -2.11
Molar mass in Da: 1144.95